{
  "formula": "C15H15F4N5O2S",
  "method": "ωB97M-V with the def2-TZVPD basis set",
  "e_homo_ha": -0.302,
  "lumo_ev": 0.4,
  "e_above_lowest_kcal_mol": 0.00,
  "smiles": "COc1cccc(NC(=S)NNC(=O)Cn2nc(C(F)F)cc2C(F)F)c1",
  "e_tot_ha": -1802.50927,
  "elements": ["C", "O", "C", "C", "C", "C", "C", "N", "C", "S", "N", "N", "C", "O", "C", "N", "N", "C", "C", "F", "F", "C", "C", "C", "F", "F", "C", "H", "H", "H", "H", "H", "H", "H", "H", "H", "H", "H", "H", "H", "H", "H"],
  "coordinates": [[1.46, 3.30, -1.70], [1.60, 1.94, -2.07], [0.56, 1.10, -1.87], [0.71, -0.20, -2.37], [-0.29, -1.13, -2.22], [-1.46, -0.80, -1.55], [-1.61, 0.47, -1.01], [-2.77, 0.86, -0.32], [-3.69, 0.07, 0.28], [-5.26, 0.54, 0.43], [-3.29, -1.11, 0.84], [-1.99, -1.36, 1.24], [-1.34, -2.50, 0.93], [-1.83, -3.45, 0.39], [0.12, -2.52, 1.46], [0.80, -1.26, 1.34], [0.35, -0.20, 1.98], [1.18, 0.80, 1.70], [0.96, 2.15, 2.29], [0.13, 2.91, 1.52], [2.12, 2.84, 2.37], [2.20, 0.37, 0.85], [1.93, -0.97, 0.64], [2.74, -1.98, -0.10], [3.26, -2.89, 0.76], [2.01, -2.69, -0.99], [-0.61, 1.43, -1.19], [0.62, 3.76, -2.22], [2.39, 3.78, -2.01], [1.34, 3.41, -0.62], [1.62, -0.44, -2.90], [-0.18, -2.12, -2.63], [-2.25, -1.53, -1.46], [-3.09, 1.80, -0.50], [-4.02, -1.66, 1.28], [-1.48, -0.60, 1.70], [0.08, -2.80, 2.51], [0.65, -3.29, 0.91], [0.51, 2.10, 3.30], [3.01, 0.95, 0.46], [3.57, -1.50, -0.64], [-0.77, 2.42, -0.79]]
}


{
  "formula": "C15H15GaNO4",
  "method": "ωB97M-V with the def2-TZVPD basis set",
  "e_homo_ha": -0.195,
  "lumo_ev": 3.0,
  "charge": -1,
  "e_tot_ha": -2861.19511,
  "elements": ["O", "C", "O", "C", "C", "Ga", "O", "C", "O", "C", "C", "C", "C", "C", "C", "C", "C", "C", "C", "N", "C", "H", "H", "H", "H", "H", "H", "H", "H", "H", "H", "H", "H", "H", "H", "H"],
  "coordinates": [[0.91, -3.64, 0.79], [1.18, -3.59, -0.38], [2.26, -4.33, -0.88], [0.52, -2.77, -1.44], [1.20, -1.39, -1.61], [0.75, -0.04, -0.15], [-0.47, 1.31, -0.82], [-1.57, 0.86, -1.36], [-1.69, 0.41, -2.49], [-2.79, 0.96, -0.47], [-4.05, 0.72, -1.01], [-5.18, 0.79, -0.20], [-5.05, 1.09, 1.15], [-3.80, 1.34, 1.69], [-2.67, 1.28, 0.88], [2.42, 0.87, 0.53], [2.77, 2.21, 0.33], [3.94, 2.72, 0.87], [4.74, 1.87, 1.63], [4.45, 0.59, 1.85], [3.32, 0.12, 1.31], [2.07, -5.26, -0.73], [-0.54, -2.66, -1.20], [0.63, -3.33, -2.37], [0.90, -0.98, -2.57], [2.28, -1.55, -1.60], [-0.01, -0.75, 1.07], [-4.13, 0.48, -2.06], [-6.15, 0.59, -0.63], [-5.93, 1.13, 1.78], [-3.71, 1.57, 2.74], [-1.68, 1.45, 1.28], [2.12, 2.85, -0.27], [4.23, 3.75, 0.74], [5.66, 2.24, 2.07], [3.10, -0.92, 1.51]]
}


{
  "formula": "C15H15LuN5O5S5",
  "method": "ωB97M-V with the def2-TZVPD basis set",
  "e_homo_ha": -0.132,
  "lumo_ev": 1.7,
  "e_above_lowest_kcal_mol": 5.04,
  "charge": -1,
  "e_tot_ha": -4457.41875,
  "elements": ["Lu", "O", "C", "C", "N", "C", "C", "O", "O", "C", "C", "O", "O", "H", "H", "H", "H", "H", "H", "H", "H", "H", "S", "C", "S", "C", "C", "S", "S", "S", "N", "C", "C", "N", "C", "C", "N", "C", "C", "N", "H", "H", "H", "H", "H", "H"],
  "coordinates": [[-0.29, -0.07, 0.09], [1.62, 1.52, 1.01], [1.91, 2.66, 0.20], [0.61, 3.16, -0.39], [-0.08, 2.12, -1.15], [0.64, 1.75, -2.38], [1.77, 0.74, -2.13], [2.77, 0.78, -2.84], [1.54, -0.08, -1.17], [-1.47, 2.50, -1.48], [-2.29, 1.27, -1.83], [-3.24, 1.37, -2.58], [-1.86, 0.17, -1.28], [2.39, 0.94, 0.99], [2.35, 3.45, 0.81], [2.62, 2.40, -0.59], [-0.05, 3.47, 0.42], [0.82, 4.04, -1.01], [-0.06, 1.24, -3.04], [1.05, 2.62, -2.90], [-1.92, 2.95, -0.59], [-1.52, 3.20, -2.31], [-5.77, -0.08, 5.50], [-4.52, -0.10, 4.40], [-3.92, -1.52, 3.65], [-2.67, -0.80, 2.66], [-2.57, 0.54, 2.74], [-1.40, 1.57, 1.95], [-3.72, 1.30, 3.83], [-1.67, -1.87, 1.71], [2.29, -3.60, 1.37], [2.69, -2.93, 2.50], [2.12, -1.69, 2.41], [1.39, -1.61, 1.26], [1.49, -2.77, 0.66], [0.79, -3.07, -0.59], [-0.09, -2.26, -1.10], [-0.54, -2.83, -2.26], [0.10, -4.02, -2.45], [0.96, -4.16, -1.37], [2.49, -4.56, 1.16], [3.31, -3.38, 3.25], [2.17, -0.88, 3.11], [-1.30, -2.36, -2.86], [0.03, -4.76, -3.22], [1.58, -4.93, -1.22]]
}